Entry 1:
DFT (wB97M-V/def2-TZVPD) results for the ion C11H16N3 with charge +1.

As for the charge: +1. As for the SMILES: C/N=C(\C(=[NH2+])N(C)C)c1ccccc1. For the largest force on an atom, the calculation gives 4.98 eV/Å. As for the relative energy (zero: lowest compared OMol25 entry of this formula, charge and spin): 61.2 kcal per mole. As for the spin multiplicity: 1.

CARTESIAN COORDINATES (ANGSTROEM)
C1 1.166 -3.517 -1.859
C2 1.799 -2.225 -1.851
C3 -0.061 -3.691 -1.400
C4 1.111 -1.175 -1.179
C5 -0.680 -2.644 -0.795
C6 -0.149 -1.353 -0.656
C7 -0.839 -0.470 0.267
C8 -0.266 1.257 -0.082
C9 -2.425 -0.016 2.075
C10 1.608 1.532 1.525
C11 0.679 3.443 0.313
N1 -1.705 -0.758 1.037
N2 0.703 2.009 0.468
N3 -1.081 1.706 -1.060
H1 1.447 -4.463 -2.261
H2 2.700 -1.962 -2.322
H3 -0.530 -4.722 -1.381
H4 1.658 -0.232 -1.217
H5 -1.660 -2.711 -0.291
H6 -3.445 -0.455 2.135
H7 -2.537 1.026 1.811
H8 -1.750 0.082 2.934
H9 2.567 1.480 1.092
H10 1.411 2.155 2.327
H11 1.356 0.397 1.819
H12 1.286 3.850 1.086
H13 1.127 3.707 -0.631
H14 -0.254 3.892 0.413
H15 -1.943 1.149 -1.229
H16 -1.294 2.708 -1.087

Force components x, y, z for each atom (eV/Å):
C 2.91 1.32 -1.62
C -2.88 -0.79 1.39
C -3.15 -1.40 1.73
C 1.88 -0.25 -1.69
C -2.51 1.51 1.57
C 0.42 -2.08 -0.07
C 3.28 2.94 -2.32
C -0.13 -1.22 0.67
C 0.32 0.16 -1.17
C -2.04 -4.37 -1.14
C 1.84 -0.25 -0.82
N -2.31 -0.16 2.52
N -2.80 -1.88 -0.45
N -0.89 0.48 1.13
H 1.81 0.02 -0.73
H 1.13 -0.24 -0.44
H 0.51 1.51 -0.18
H -0.41 0.08 0.36
H 0.47 -0.57 -0.50
H 1.03 0.20 0.81
H -0.24 0.54 -0.54
H -0.75 -0.90 0.35
H 1.45 0.45 0.10
H 0.45 1.05 1.85
H 0.32 2.60 -0.67
H 0.56 0.43 0.50
H 0.08 0.31 -0.42
H -1.94 0.46 0.09
H 1.18 0.41 0.09
H 0.42 -0.34 -0.40

Entry 2:
DFT (wB97M-V/def2-TZVPD) results for the ion C11H16NO2 with charge +1.

As for the charge: +1. For the largest force on an atom, the calculation gives 4.94 eV/Å. As for the relative energy (zero: lowest compared OMol25 entry of this formula, charge and spin): 42.4 kcal per mole. As for the spin multiplicity: 1.

CARTESIAN COORDINATES (ANGSTROEM)
C1 0.329 -2.596 -3.736
C2 -0.044 -1.289 -3.853
C3 0.907 -3.081 -2.615
C4 0.185 -0.342 -2.901
C5 1.114 -2.172 -1.575
C6 0.785 -0.825 -1.751
C7 -0.369 2.077 1.140
C8 -0.627 -0.305 0.805
C9 0.886 2.324 0.290
C10 0.963 0.077 -0.561
C11 -1.334 0.820 2.947
N1 -0.383 0.736 1.806
O1 0.808 1.371 -0.818
O2 1.967 -0.349 0.213
H1 0.087 -3.286 -4.572
H2 -0.712 -0.970 -4.778
H3 0.964 -4.119 -2.621
H4 -0.133 0.599 -2.920
H5 1.476 -2.526 -0.629
H6 -0.352 2.737 1.944
H7 -1.369 2.124 0.610
H8 -1.563 -0.247 0.218
H9 -0.385 -1.287 1.214
H10 0.988 3.235 -0.290
H11 1.787 2.101 0.764
H12 -2.402 1.234 2.814
H13 -1.404 -0.268 3.351
H14 -0.969 1.390 3.694
H15 0.527 0.332 2.171
H16 2.776 -0.641 -0.177

Force components x, y, z for each atom (eV/Å):
C -0.75 -0.78 -2.28
C -2.60 1.77 -3.63
C -0.30 1.57 0.80
C 1.36 -4.02 1.09
C 0.01 -0.37 -0.45
C -0.09 0.29 1.20
C 0.32 -0.15 -1.09
C 1.73 -0.45 -3.01
C -1.92 -1.82 -2.28
C -2.62 -2.31 0.49
C -2.84 -4.01 -0.42
N -0.06 -0.55 -0.12
O 0.41 0.84 -0.36
O 0.03 1.20 2.94
H 0.18 0.54 0.70
H 1.74 -0.73 1.83
H 0.85 -1.62 0.86
H -1.23 3.76 -0.49
H 0.15 -0.03 0.30
H -0.19 1.57 1.22
H 1.42 0.15 0.32
H 0.44 0.23 0.74
H -0.27 0.15 -0.07
H -0.52 0.50 0.76
H 1.40 -0.04 1.41
H 1.79 -0.86 -0.92
H -0.17 1.91 -0.63
H 1.77 1.93 2.34
H -0.73 1.61 -0.14
H 0.70 -0.26 -1.12

no.,LUMO level (eV)
1,-2.9
2,-2.7